1.
The molecule C21H39N3O2. Source: the OMol25 dataset; level of theory: ωB97M-V/def2-TZVPD.

Computed properties:
* SMILES: CC1CCN(CCNC(=O)[C@@H](NC(=O)[C@H]2CC[C@H](C)CC2)C(C)C)CC1
* energy relative to the best compared isomer or geometry (same formula, charge and spin): 0.0 kJ/mol

```
! RIJCOSX wB97M-V def2-TZVPD def2/J DEFGRID3
* xyz 0 1
C -5.108 -3.542 0.431
H -6.136 -3.233 0.602
H -5.113 -4.402 -0.233
H -4.680 -3.848 1.384
C -4.296 -2.401 -0.176
C -4.303 -1.179 0.743
C -3.491 -0.034 0.145
H -3.511 0.825 0.821
H -3.937 0.276 -0.802
C -2.045 -0.479 -0.111
C -1.259 0.668 -0.724
O -0.918 0.705 -1.895
N -0.972 1.666 0.134
H -1.184 1.567 1.113
C -0.354 2.912 -0.278
C 1.186 2.781 -0.263
O 1.913 3.460 0.433
N 1.622 1.839 -1.115
H 0.946 1.339 -1.680
C 3.028 1.529 -1.252
H 3.168 0.965 -2.174
H 3.573 2.476 -1.312
C 3.611 0.732 -0.075
N 3.280 -0.681 -0.135
C 4.284 -1.514 0.505
C 3.994 -2.988 0.243
C 2.620 -3.368 0.789
C 2.287 -4.827 0.497
H 1.306 -5.083 0.892
H 2.281 -5.007 -0.576
H 3.024 -5.486 0.950
C 1.592 -2.427 0.166
C 1.969 -0.970 0.414
H 1.239 -0.321 -0.072
H 1.940 -0.761 1.502
H 0.601 -2.622 0.581
H 1.556 -2.600 -0.911
H 2.621 -3.218 1.875
H 4.772 -3.598 0.706
H 4.014 -3.163 -0.834
H 5.261 -1.256 0.088
H 4.321 -1.336 1.597
H 4.698 0.826 -0.133
H 3.283 1.199 0.867
H -0.643 3.068 -1.326
C -0.849 4.098 0.562
C -2.314 4.396 0.247
H -2.659 5.244 0.833
H -2.940 3.538 0.483
H -2.442 4.631 -0.807
C -0.650 3.883 2.062
H -1.325 3.125 2.457
H 0.378 3.594 2.263
H -0.853 4.810 2.592
H -0.237 4.954 0.266
C -2.041 -1.692 -1.039
C -2.853 -2.833 -0.439
H -2.396 -3.151 0.502
H -2.842 -3.687 -1.118
H -2.465 -1.396 -2.001
H -1.014 -2.010 -1.219
H -1.580 -0.749 0.845
H -5.330 -0.848 0.911
H -3.881 -1.456 1.713
H -4.752 -2.117 -1.131
*
```

These are the Löwdin partial charges, in e, on atoms 1 to 2: atom 1 (C): -0.0753, atom 2 (H): 0.0750



2.
A structure of composition C25H49ClFGeO5PPbS2Te at a distorted geometry. Source: the OMol25 dataset; level of theory: ωB97M-V/def2-TZVPD.

Computed properties:
* energy relative to the best compared isomer or geometry (same formula, charge and spin): 1409.1 kJ/mol

```
! RIJCOSX wB97M-V def2-TZVPD def2/J DEFGRID3
* xyz 0 1
Pb -0.490 -1.567 -1.758
C 4.210 -2.008 -1.750
C 3.030 -2.967 -1.865
C 3.448 -4.379 -1.469
C 2.478 -2.949 -3.285
O 1.941 -2.583 -1.008
Ge 2.009 -2.050 0.727
O 0.253 -2.470 0.815
C -0.555 -2.868 1.941
C -1.663 -1.847 2.126
C 0.295 -3.001 3.198
C -1.148 -4.220 1.560
O 2.321 0.415 -0.670
C 2.615 1.489 -0.885
C 2.618 4.791 -2.078
C 4.058 4.516 -2.272
C 1.026 3.667 0.202
H 5.013 -2.329 -2.414
H 3.917 -0.998 -2.031
H 4.608 -1.988 -0.732
H 4.251 -4.744 -2.113
H 3.807 -4.394 -0.437
H 2.598 -5.058 -1.551
H 3.260 -3.190 -4.007
H 1.672 -3.676 -3.397
H 2.095 -1.956 -3.534
H -1.254 -0.870 2.363
H -2.258 -1.770 1.214
H -2.324 -2.155 2.940
H 0.755 -2.048 3.466
H -0.325 -3.322 4.036
H 1.080 -3.749 3.057
H -1.821 -4.102 0.710
H -0.356 -4.916 1.278
H -1.709 -4.644 2.394
H 2.309 5.833 -2.240
H 1.872 3.984 -3.254
H 0.457 4.828 -1.944
H 4.321 4.678 -3.320
H 4.682 5.202 -1.687
H 4.321 3.492 -2.009
H 0.114 3.368 0.682
H 1.592 1.444 1.907
H 1.778 4.349 0.571
C 1.788 3.788 4.931
C 0.570 4.062 4.077
O -0.392 3.006 4.224
P -0.686 2.089 2.905
S 0.990 0.724 2.872
S -2.433 0.125 -0.820
O -1.722 1.053 3.592
C -3.114 1.194 3.237
C -3.726 2.449 3.821
H 2.497 4.613 4.844
H 2.279 2.867 4.618
H 1.500 3.687 5.978
H 0.848 4.178 3.023
H 0.074 4.983 4.387
H -3.595 0.302 3.637
H -3.209 1.174 2.148
H -3.602 2.470 4.904
H -4.792 2.480 3.587
H -3.262 3.344 3.404
F -1.400 -1.736 -3.747
Cl 1.003 3.706 -1.493
C -0.687 2.892 -1.612
C -1.749 3.608 -1.214
C -3.104 3.144 -1.374
C -3.295 1.906 -1.888
C -2.188 1.111 -2.451
C -0.846 1.772 -2.535
C 0.021 1.358 -3.468
H -1.576 4.590 -0.772
H -3.947 3.752 -1.078
H -4.290 1.621 -2.202
H -2.427 0.437 -3.266
H 0.983 1.835 -3.617
H -0.258 0.554 -4.140
C -3.756 -3.448 -2.580
Te -1.838 -4.350 -2.734
C -2.292 -5.970 -1.411
H -4.516 -4.185 -2.826
H -3.760 -2.636 -3.302
H -3.909 -3.056 -1.578
H -2.933 -5.619 -0.606
H -1.361 -6.340 -0.989
H -2.789 -6.768 -1.957
*
```

These are the Löwdin partial charges, in e, on atoms 1 to 2: atom 1 (Pb): 1.1244, atom 2 (C): -0.0528



3.
The molecule C2H7N5 at a distorted geometry. Source: the OMol25 dataset; level of theory: ωB97M-V/def2-TZVPD.

Computed properties:
* SMILES: NN1N[C@@]2(N)CN12
* energy relative to the best compared isomer or geometry (same formula, charge and spin): 426.3 kJ/mol

```
! RIJCOSX wB97M-V def2-TZVPD def2/J DEFGRID3
* xyz 0 1
C 0.069 1.509 0.265
C 0.367 0.371 -0.620
N -0.875 -1.558 1.666
N 1.295 0.329 -1.613
N -0.944 -0.390 0.919
N 0.219 0.398 1.191
N -0.591 -0.651 -0.543
H -0.033 -2.095 1.454
H -1.705 -2.110 1.488
H 1.902 1.128 -1.716
H 1.704 -0.569 -1.830
H -1.366 -0.571 -1.207
H 0.877 2.225 0.383
H -0.918 1.983 0.166
*
```

These are the Löwdin partial charges, in e, on atoms 1 to 2: atom 1 (C): -0.1769, atom 2 (C): -0.4524